Entry 1:
{"formula": "C3H2CeO2", "method": "ωB97M-V/def2-TZVPD", "e_above_lowest_kj_mol": 6.75, "multiplicity": 3, "e_lumo_ev": [-10.559, -11.039], "gap_ev": [7.67, 7.93], "max_force_ev_per_a": 3.35, "charge": 2, "e_homo_ev": [-18.23, -18.97], "energy_ev": -20145.3230, "mol_weight_g_mol": 210.16, "species": ["O", "C", "C", "C", "O", "Ce", "H", "H"], "coordinates": [[1.894, -0.227, 0.141], [0.613, -0.718, 0.094], [-0.367, 0.355, -0.252], [-1.669, 0.477, -0.051], [-2.784, 0.702, 0.136], [1.773, 1.899, -0.108], [0.278, -1.287, 0.986], [0.262, -1.201, -0.947]], "mulliken_charge": [-0.523, 0.077, -0.885, 0.827, -0.132, 1.970, 0.385, 0.281]}

***

Entry 2:
{"formula": "C44H45N7O6PbS", "method": "ωB97M-V/def2-TZVPD", "e_above_lowest_kj_mol": 499.46, "multiplicity": 1, "e_lumo_ev": -2.707, "gap_ev": 4.27, "max_force_ev_per_a": 0.65, "charge": 0, "e_homo_ev": -6.98, "energy_ev": -85155.5221, "mol_weight_g_mol": 1007.15, "species": ["Pb", "O", "C", "N", "C", "O", "C", "C", "C", "C", "C", "N", "C", "C", "C", "C", "C", "N", "H", "H", "H", "H", "H", "H", "H", "H", "C", "N", "C", "C", "C", "C", "C", "N", "C", "C", "C", "C", "C", "C", "H", "H", "H", "H", "H", "H", "H", "H", "H", "H", "H", "C", "N", "C", "C", "C", "N", "C", "C", "O", "H", "H", "H", "H", "H", "H", "H", "H", "H", "H", "H", "H", "C", "C", "C", "C", "C", "C", "C", "H", "H", "H", "H", "H", "H", "H", "C", "C", "C", "C", "C", "C", "C", "S", "O", "O", "O", "H", "H", "H", "H", "H", "H", "H"], "coordinates": [[-1.245, -0.232, 0.381], [-5.659, 0.091, -0.528], [-4.490, -0.232, -0.497], [-3.673, -0.358, 0.607], [-4.240, -0.294, 1.851], [-5.406, -0.142, 2.158], [-3.261, -0.538, 3.001], [-3.725, -0.423, 4.304], [-2.863, -0.711, 5.345], [-1.568, -1.125, 5.059], [-1.183, -1.202, 3.735], [-2.009, -0.904, 2.732], [-3.836, -0.580, -1.833], [-4.501, -0.226, -3.001], [-3.942, -0.579, -4.215], [-2.751, -1.292, -4.226], [-2.159, -1.595, -3.015], [-2.683, -1.244, -1.841], [-4.748, -0.114, 4.456], [-3.195, -0.621, 6.372], [-0.868, -1.375, 5.844], [-0.186, -1.515, 3.450], [-5.427, 0.322, -2.923], [-4.417, -0.287, -5.143], [-2.280, -1.586, -5.154], [-1.220, -2.139, -2.974], [2.184, -0.330, 2.102], [0.980, 0.431, 1.845], [0.771, 1.525, 2.481], [-0.437, 2.272, 2.335], [-0.795, 3.483, 2.934], [-2.084, 3.778, 2.480], [-2.450, 2.727, 1.632], [-1.468, 1.819, 1.545], [3.053, -0.397, 0.866], [4.163, 0.426, 0.715], [4.951, 0.355, -0.429], [4.642, -0.558, -1.429], [3.539, -1.392, -1.281], [2.743, -1.303, -0.147], [1.887, -1.354, 2.352], [2.758, 0.079, 2.945], [1.518, 1.921, 3.182], [-0.182, 4.061, 3.611], [-2.693, 4.633, 2.731], [-3.370, 2.605, 1.077], [4.423, 1.121, 1.506], [5.811, 1.005, -0.532], [5.263, -0.627, -2.314], [3.303, -2.119, -2.049], [1.873, -1.942, -0.027], [-2.506, -3.806, 0.842], [-1.419, -4.766, 0.925], [-1.788, -6.157, 0.728], [-0.769, -7.067, 1.374], [0.594, -6.707, 0.827], [0.856, -5.297, 1.053], [2.245, -4.897, 1.109], [-0.126, -4.334, 1.045], [0.158, -3.139, 1.157], [-3.219, -3.970, 1.654], [-3.030, -3.899, -0.111], [-2.114, -2.804, 0.924], [-1.870, -6.383, -0.343], [-2.776, -6.306, 1.165], [-1.004, -8.112, 1.173], [-0.774, -6.910, 2.455], [0.643, -6.945, -0.245], [1.380, -7.280, 1.322], [2.756, -5.426, 1.917], [2.303, -3.829, 1.291], [2.761, -5.123, 0.170], [1.568, 1.379, -2.110], [1.394, 2.500, -1.137], [1.814, 3.074, -0.020], [1.563, 4.582, -0.195], [0.101, 4.897, 0.052], [-0.819, 4.599, -0.859], [-0.487, 3.932, -2.179], [2.458, 0.758, -2.010], [0.675, 0.774, -2.264], [2.202, 2.618, 0.878], [2.227, 5.205, 0.405], [-0.184, 5.328, 1.003], [-1.870, 4.766, -0.664], [-0.717, 4.581, -3.032], [5.273, 3.577, -3.140], [3.784, 3.617, -2.884], [2.926, 2.732, -3.544], [1.539, 2.554, -3.258], [0.982, 3.518, -2.187], [1.805, 4.729, -1.741], [3.223, 4.590, -2.091], [-1.643, 2.562, -2.420], [-1.350, 2.018, -3.741], [-2.947, 3.153, -2.249], [-1.228, 1.667, -1.333], [5.603, 2.561, -3.349], [5.823, 3.935, -2.271], [5.544, 4.202, -3.992], [3.369, 2.058, -4.275], [0.897, 2.302, -4.102], [1.435, 5.705, -2.074], [3.892, 5.370, -1.726]], "mulliken_charge": [1.034, -0.663, -0.343, 0.099, -0.319, -0.695, 0.590, -0.706, -0.562, -0.988, -0.302, 0.942, 0.370, -0.660, -0.429, -0.763, -0.316, 0.177, 0.590, 0.420, 0.470, 0.254, 0.530, 0.396, 0.428, 0.403, -1.465, 1.009, -1.505, 0.625, -0.907, -1.192, -1.023, 1.582, 0.476, -0.188, -0.683, -0.584, -1.281, -0.181, 0.052, 0.539, 0.206, 0.544, 0.425, 0.565, 0.409, 0.471, 0.443, 0.477, 0.918, -1.362, 0.459, -0.658, -0.714, -0.672, 0.254, -1.046, 0.417, -0.292, 0.329, 0.390, 0.165, 0.311, 0.360, 0.375, 0.290, 0.284, 0.372, 0.387, 0.203, 0.315, -0.056, 1.420, -1.595, 0.028, -0.859, -1.353, -0.215, -0.117, -0.470, 0.637, 0.787, 0.573, 0.610, 0.630, -1.919, 0.683, -0.635, -0.778, 0.089, 0.308, -0.957, 1.742, -0.771, -0.834, -0.470, 0.397, 0.453, 0.375, 0.435, 0.963, 0.515, 0.527]}

***

Entry 3:
{"formula": "C4H4F2", "method": "ωB97M-V/def2-TZVPD", "e_above_lowest_kj_mol": 17.70, "multiplicity": 1, "e_lumo_ev": 0.770, "gap_ev": 9.86, "max_force_ev_per_a": 2.24, "charge": 0, "smiles": "C=C(F)/C=C\\F", "e_homo_ev": -9.09, "energy_ev": -9646.2687, "mol_weight_g_mol": 90.07, "species": ["C", "C", "C", "C", "H", "H", "H", "H", "F", "F"], "coordinates": [[1.479, -0.712, -0.020], [0.171, -0.893, 0.068], [-0.939, 0.011, -0.004], [-0.915, 1.347, 0.036], [2.249, -1.505, 0.013], [-0.211, -1.891, 0.077], [0.055, 1.859, 0.106], [-1.825, 1.926, -0.074], [2.049, 0.494, -0.098], [-2.113, -0.634, -0.104]], "mulliken_charge": [-0.124, -0.372, 0.592, -0.743, 0.308, 0.307, 0.243, 0.285, -0.227, -0.269]}

***

Entry 4:
{"formula": "C18H21F7NO5P", "method": "ωB97M-V/def2-TZVPD", "multiplicity": 1, "e_lumo_ev": 0.420, "gap_ev": 9.65, "max_force_ev_per_a": 2.39, "charge": 0, "smiles": "COCP(c1cccnc1)C(F)(F)C(F)(F)C(F)(F)F.O=C1CCCO1.O=C1CCCO1", "e_homo_ev": -9.23, "energy_ev": -59044.8225, "mol_weight_g_mol": 495.33, "species": ["C", "O", "C", "P", "C", "C", "C", "C", "N", "C", "C", "F", "F", "C", "F", "F", "C", "F", "F", "F", "H", "H", "H", "H", "H", "H", "H", "H", "H", "O", "C", "O", "C", "C", "C", "H", "H", "H", "H", "H", "H", "O", "C", "O", "C", "C", "C", "H", "H", "H", "H", "H", "H"], "coordinates": [[4.010, 4.595, -0.120], [3.531, 4.058, -1.342], [2.268, 3.445, -1.231], [2.142, 2.046, -2.458], [3.532, 0.918, -2.161], [4.519, 1.184, -1.251], [5.517, 0.282, -1.153], [5.547, -0.848, -1.902], [4.608, -1.117, -2.804], [3.641, -0.226, -2.898], [0.557, 1.186, -1.905], [-0.363, 2.117, -1.617], [0.103, 0.502, -2.975], [0.602, 0.163, -0.757], [-0.666, -0.291, -0.579], [1.358, -0.884, -1.067], [1.017, 0.702, 0.632], [2.321, 0.943, 0.727], [0.336, 1.793, 0.949], [0.710, -0.256, 1.528], [3.672, 5.620, 0.013], [3.745, 3.970, 0.730], [5.092, 4.607, -0.190], [1.509, 4.152, -1.565], [2.006, 3.171, -0.211], [4.495, 2.064, -0.639], [6.310, 0.450, -0.440], [6.350, -1.557, -1.785], [2.865, -0.424, -3.629], [-6.031, -3.572, -0.523], [-5.155, -2.814, -0.813], [-3.884, -3.224, -1.062], [-3.032, -2.086, -1.279], [-3.964, -0.959, -1.696], [-5.239, -1.305, -0.928], [-2.511, -1.865, -0.348], [-2.298, -2.331, -2.044], [-3.566, 0.029, -1.475], [-4.154, -1.015, -2.769], [-5.238, -0.881, 0.076], [-6.140, -1.012, -1.459], [-4.000, -0.535, 1.942], [-3.385, -1.063, 2.822], [-3.855, -1.169, 4.085], [-2.855, -1.755, 4.938], [-1.927, -2.517, 4.001], [-1.999, -1.667, 2.734], [-2.341, -0.951, 5.469], [-3.344, -2.400, 5.664], [-0.922, -2.641, 4.399], [-2.334, -3.509, 3.801], [-1.267, -0.861, 2.740], [-1.895, -2.259, 1.829]], "mulliken_charge": [-0.770, -0.328, -0.527, -0.578, 0.611, -0.224, -0.501, -0.431, -0.578, -0.182, 0.837, -0.280, -0.259, 0.687, -0.289, -0.274, 0.471, -0.185, -0.254, -0.289, 0.288, 0.358, 0.243, 0.420, 0.382, 0.471, 0.374, 0.373, 0.421, -0.589, 0.427, -0.423, 0.510, -0.532, -0.265, -0.532, 0.362, 0.290, 0.336, 0.151, 0.340, -0.558, 0.415, -0.389, -0.456, -0.694, 0.150, 0.243, 0.364, 0.348, 0.303, 0.038, 0.172]}

***

Entry 5:
{"formula": "C5H4F5N2O2S", "method": "ωB97M-V/def2-TZVPD", "e_above_lowest_kj_mol": 333.04, "multiplicity": 1, "e_lumo_ev": -3.648, "gap_ev": 7.38, "max_force_ev_per_a": 4.34, "charge": 1, "e_homo_ev": -11.03, "energy_ev": -36735.9750, "mol_weight_g_mol": 251.16, "species": ["C", "C", "C", "C", "C", "N", "N", "O", "O", "F", "F", "F", "F", "F", "S", "H", "H", "H", "H"], "coordinates": [[1.302, 1.496, -1.149], [1.353, 0.481, 0.889], [0.408, 1.477, 1.046], [-1.462, -1.608, -0.610], [-2.994, -1.599, 1.241], [1.903, 0.584, -0.340], [1.536, 1.605, -2.401], [-1.908, -1.274, 0.703], [1.937, -0.447, 1.661], [-0.210, 1.740, 2.211], [-0.142, -1.569, -0.555], [-1.809, -2.834, -1.064], [-3.482, -0.766, 2.165], [-3.822, -2.389, 0.691], [-0.029, 2.279, -0.367], [2.708, 0.075, -0.656], [2.239, 1.126, -2.923], [0.875, 1.950, -3.027], [1.599, -0.326, 2.488]], "mulliken_charge": [0.558, 0.144, 0.534, -0.117, 0.627, -0.058, -0.366, 0.076, -0.460, -0.278, -0.135, -0.194, -0.138, -0.102, -0.070, 0.234, 0.215, 0.210, 0.319]}